Record 1
An isolated molecule of C23H32N6OS. Source: the Open Molecules 2025 dataset; level of theory: ωB97M-V/def2-TZVPD.

Atoms and positions in Å:
C1 1.804 6.223 -1.018
C2 2.358 5.982 0.382
N1 2.462 4.567 0.699
C3 3.413 3.819 -0.102
C4 4.889 4.193 0.078
C5 2.565 4.319 2.129
C6 1.156 4.232 2.740
N2 0.361 3.285 2.001
C7 0.233 1.999 2.381
N3 0.540 1.649 3.635
C8 0.338 0.394 3.999
N4 -0.132 -0.594 3.274
C9 -0.443 -0.282 2.007
C10 -0.276 1.016 1.513
S1 -0.728 1.185 -0.169
C11 -1.139 -0.515 -0.225
N5 -1.546 -1.093 -1.334
C12 -1.837 -2.391 -1.296
N6 -2.254 -2.964 -2.486
C13 -2.635 -2.051 -3.550
C14 -3.471 -2.835 -4.563
O1 -2.762 -3.936 -5.086
C15 -2.346 -4.801 -4.056
C16 -1.475 -4.061 -3.039
C17 -1.798 -3.127 -0.094
C18 -1.320 -2.516 1.056
C19 -0.952 -1.168 1.004
C20 -1.217 -3.351 2.288
C21 -0.539 -4.678 1.925
C22 -1.256 -5.406 0.773
C23 -2.316 -4.521 0.101
H1 2.532 5.975 -1.785
H2 1.540 7.272 -1.130
H3 0.913 5.620 -1.175
H4 3.323 6.505 0.494
H5 1.666 6.419 1.105
H6 3.134 3.942 -1.150
H7 3.278 2.762 0.147
H8 5.189 4.090 1.118
H9 5.073 5.217 -0.238
H10 5.507 3.534 -0.527
H11 3.148 5.090 2.654
H12 3.055 3.356 2.284
H13 0.657 5.204 2.700
H14 1.210 3.891 3.774
H15 0.321 3.465 1.006
H16 0.599 0.156 5.022
H17 -3.219 -1.237 -3.122
H18 -1.751 -1.625 -4.045
H19 -3.730 -2.208 -5.417
H20 -4.393 -3.186 -4.074
H21 -1.784 -5.603 -4.537
H22 -3.225 -5.224 -3.544
H23 -1.141 -4.735 -2.254
H24 -0.587 -3.666 -3.559
H25 -2.220 -3.547 2.679
H26 -0.651 -2.819 3.052
H27 0.490 -4.458 1.635
H28 -0.500 -5.315 2.809
H29 -1.744 -6.310 1.141
H30 -0.522 -5.716 0.026
H31 -2.664 -4.968 -0.827
H32 -3.180 -4.453 0.770

Frontier orbital gap: 8.6 eV
LUMO level: 0.6 eV
Energy relative to the best compared isomer or geometry (same formula, charge and spin): 0.0 kJ/mol

***

Record 2
A cluster of 2 separate species, C4H12N3 in total at a distorted geometry. Source: the Open Molecules 2025 dataset; level of theory: ωB97M-V/def2-TZVPD.

Atoms and positions in Å:
C1 -2.831 0.191 -0.557
C2 -0.869 1.527 -1.046
N1 -1.395 0.361 -0.869
H1 -2.843 -0.237 0.473
H2 -3.235 -0.563 -1.215
H3 -3.325 1.152 -0.600
H4 -1.537 2.397 -0.924
H5 0.184 1.526 -1.229
H6 -0.782 -0.431 -0.725
C3 1.949 0.359 -0.253
N2 2.386 -0.708 0.558
C4 1.347 -1.411 1.152
N3 1.370 -1.744 2.384
H7 2.794 0.846 -0.741
H8 1.258 -0.041 -1.004
H9 1.385 1.077 0.352
H10 3.119 -0.495 1.205
H11 0.524 -1.627 0.442
H12 0.499 -2.180 2.597

⟨S²⟩: 0.75
Frontier orbital gap (spin up / spin down): 6.3 / 10.0 eV
LUMO level (spin up / spin down): 0.9 / 0.8 eV
Multiplicity: 2
Energy relative to the best compared isomer or geometry (same formula, charge and spin): 114.2 kJ/mol

***

Record 3
A structure of composition C26H34N3O4P2W at a distorted geometry. Source: the Open Molecules 2025 dataset; level of theory: ωB97M-V/def2-TZVPD.

Atoms and positions in Å:
W1 1.371 0.460 -0.460
P1 0.445 1.245 -2.463
C1 2.002 1.314 -3.381
C2 3.153 1.799 -2.534
N1 3.109 1.374 -1.250
C3 4.194 1.475 -0.451
C4 5.271 2.262 -0.845
C5 5.300 2.811 -2.121
C6 4.238 2.548 -2.979
C7 4.079 0.759 0.876
P2 2.905 -0.657 0.847
H1 4.234 2.918 -4.000
H2 6.082 2.423 -0.139
H3 6.139 3.428 -2.442
H4 5.047 0.320 1.164
H5 3.786 1.445 1.691
H6 2.183 0.260 -3.766
H7 1.825 2.015 -4.209
H8 2.405 -3.359 -2.431
O1 2.566 -2.734 -3.220
H9 2.944 -3.306 -3.910
H10 1.197 -3.463 -0.588
O2 1.972 -3.984 -0.979
H11 2.008 -4.843 -0.523
C8 3.827 -2.093 0.307
H12 4.532 -2.361 1.113
H13 3.141 -2.944 0.113
H14 4.351 -1.847 -0.633
C9 2.312 -0.908 2.513
H15 1.655 -1.784 2.496
H16 3.166 -1.085 3.177
H17 1.748 -0.035 2.859
C10 -0.087 2.944 -2.133
H18 -0.556 3.334 -3.054
H19 -0.832 2.931 -1.317
H20 0.770 3.583 -1.859
C11 -0.818 0.458 -3.437
H21 -1.661 0.217 -2.783
H22 -1.145 1.137 -4.232
H23 -0.409 -0.459 -3.869
O3 -0.168 -2.777 0.113
C12 -0.803 -1.767 0.412
N2 -2.056 -1.758 0.986
C13 -2.569 -0.434 1.267
C14 -1.385 0.414 0.807
O4 -1.273 1.640 0.874
N3 -0.417 -0.417 0.301
C15 -3.825 -0.209 0.425
C16 -3.872 0.736 -0.599
C17 -5.042 0.889 -1.357
C18 -6.162 0.097 -1.093
C19 -6.108 -0.857 -0.067
C20 -4.943 -1.003 0.695
C21 -2.715 -0.220 2.756
C22 -3.808 0.438 3.328
C23 -3.843 0.646 4.714
C24 -2.784 0.221 5.521
C25 -1.682 -0.421 4.937
C26 -1.649 -0.633 3.556
H24 -2.531 -2.634 1.130
H25 -3.017 1.388 -0.779
H26 -5.057 1.637 -2.149
H27 -7.077 0.220 -1.677
H28 -6.968 -1.490 0.153
H29 -4.908 -1.718 1.521
H30 -4.618 0.794 2.690
H31 -4.716 1.137 5.144
H32 -2.824 0.374 6.602
H33 -0.846 -0.769 5.542
H34 -0.785 -1.121 3.099

⟨S²⟩: 2.18
Frontier orbital gap (spin up / spin down): 3.4 / 4.3 eV
LUMO level (spin up / spin down): -12.8 / -11.8 eV
Net charge: +3
Multiplicity: 3

***

Record 4
A cluster of 2 separate species, C2H6O4 in total at a distorted geometry. Source: the Open Molecules 2025 dataset; level of theory: ωB97M-V/def2-TZVPD.

Atoms and positions in Å:
C1 0.550 0.735 1.280
C2 0.774 -0.042 0.005
O1 0.333 -1.196 -0.166
O2 1.952 0.310 -0.592
H1 -0.525 0.885 1.400
H2 0.960 0.188 2.130
H3 1.011 1.722 1.208
H4 2.190 -0.439 -1.171
O3 -1.585 -0.136 -1.532
O4 -2.536 -0.728 -0.651
H5 -0.724 0.361 -1.004
H6 -2.399 -1.661 -0.908

Frontier orbital gap: 9.9 eV
LUMO level: -0.1 eV
Energy relative to the best compared isomer or geometry (same formula, charge and spin): 397.6 kJ/mol